# 1
The following is a DFT calculation (ωB97M-V with the def2-TZVPD basis set) of C24H30AsN5O8SV as an isolated structure at a distorted geometry.

Last column: Mulliken spin population.
Atoms and positions in Å:
C1 -2.016 -1.022 4.959  0.00
H1 5.791 5.660 3.427  0.00
H2 -1.432 -0.284 -4.578  0.00
C2 6.093 1.927 5.094  0.00
H3 5.526 6.115 5.106  0.00
C3 -1.314 -3.170 3.353  0.00
H4 -4.094 0.966 -0.410  0.00
O1 -0.299 0.603 -0.804  0.00
C4 1.274 0.184 3.241  -0.01
C5 -2.123 -0.863 3.578  0.02
H5 2.748 1.705 5.568  0.00
H6 -2.276 -0.186 5.600  0.00
N1 -1.383 -0.419 -2.499  0.00
H7 2.903 4.059 4.920  0.00
C6 2.691 -0.052 3.667  -0.01
C7 -2.134 -0.306 -3.741  0.00
N2 2.740 -0.662 4.932  0.00
H8 0.434 -1.299 -3.111  0.00
O2 3.821 -1.896 6.491  0.00
O3 -4.046 0.964 2.134  0.00
H9 -0.050 -1.663 -1.452  0.00
C8 2.253 1.032 1.138  0.03
H10 -2.751 3.440 -1.224  0.00
H11 -0.905 -2.424 -2.799  0.00
O4 0.718 1.085 4.217  0.00
C9 -1.222 -3.284 4.726  0.00
C10 -1.579 -2.207 5.530  0.00
H12 5.626 -0.347 6.294  0.00
H13 4.730 0.101 3.231  0.00
C11 3.812 3.467 4.967  0.00
H14 -4.370 1.600 -2.055  0.00
O5 -2.025 -3.066 0.419  0.00
H15 1.905 -1.134 5.239  0.00
C12 4.863 1.350 5.386  0.00
C13 6.174 3.267 4.746  0.00
H16 -1.023 -3.988 2.704  0.00
C14 -1.328 0.534 -1.567  0.00
H17 -1.115 2.961 -0.759  0.00
C15 3.811 -0.923 5.757  0.00
C16 5.033 4.061 4.664  0.00
C17 3.492 0.873 1.585  -0.03
H18 0.735 -0.775 3.299  -0.01
C18 -0.415 -1.513 -2.460  0.00
O6 -1.281 1.671 2.144  -0.08
N3 -2.347 1.421 -1.480  0.00
N4 4.847 -0.022 5.747  0.00
O7 -2.267 -0.618 0.625  0.01
V1 -0.695 0.464 1.242  1.13
H19 -2.502 2.573 0.290  0.00
C19 3.719 0.280 2.892  0.01
H20 0.062 1.650 3.777  0.00
As1 -2.843 1.058 3.246  0.00
H21 -1.509 -2.291 6.607  0.00
H22 -2.793 -1.165 -3.867  0.00
H23 -0.868 -4.206 5.170  0.00
H24 -3.815 -0.071 -1.805  0.00
C20 -1.765 -1.972 2.799  -0.02
N5 1.133 0.684 1.879  -0.04
H25 2.063 1.453 0.159  0.01
H26 4.149 5.920 4.023  0.00
C21 3.718 2.132 5.337  0.00
C22 -3.742 0.949 -1.445  0.00
S1 -1.578 -1.876 1.055  -0.01
H27 7.144 3.699 4.522  0.00
H28 -2.723 0.603 -3.764  0.00
H29 6.993 1.322 5.138  0.00
O8 -0.129 -1.550 0.927  -0.01
H30 4.323 1.176 0.963  0.00
C23 5.128 5.518 4.282  0.00
C24 -2.158 2.664 -0.740  0.01

Properties
frontier orbital gap (alpha / beta): 5.7 / 6.3 eV
multiplicity: 2
highest occupied orbital energy (alpha / beta): -7.02 / -7.09 eV
energy: -5386.2573 a.u.
strongest force on any atom: 0.0780 hartree/bohr

***

# 2
The following is a DFT calculation (ωB97M-V with the def2-TZVPD basis set) of C24H30AuN3O4SSi as an isolated structure.

Last column: Mulliken charge in e.
Atoms and positions in Å:
H1 1.224 0.908 -1.799  0.21
C1 3.121 -0.181 -0.124  0.32
C2 -1.734 -0.280 -1.199  -0.51
N1 -0.788 -1.608 2.642  -0.08
H2 -4.850 3.389 -0.048  0.26
C3 -1.920 0.849 2.792  -0.23
N2 -0.408 -0.187 -1.211  0.22
H3 4.862 -4.196 -1.279  0.31
C4 4.437 2.358 -0.351  -0.53
C5 1.804 -4.234 -0.409  -1.07
O1 -1.744 -0.736 4.795  -0.80
H4 -3.635 0.523 -1.796  0.38
C6 2.520 -2.571 -2.809  -1.11
C7 -1.990 1.726 -2.495  1.22
H5 -4.988 4.297 1.454  0.43
H6 0.746 -3.983 -0.299  0.26
C8 -4.041 1.890 2.351  -0.69
H7 -2.905 3.669 -2.607  0.24
C9 -3.288 0.929 3.010  -0.41
H8 -3.647 4.617 0.349  0.35
H9 -2.127 -1.155 -0.688  0.18
O2 -1.433 -3.316 0.356  -0.55
O3 -3.144 -4.202 1.507  -0.81
C10 4.682 1.338 -1.261  -0.92
C11 -2.072 2.692 1.258  -0.62
Si1 2.825 -2.772 -0.945  0.15
H10 2.596 -3.549 -3.298  0.39
S1 -0.941 -0.401 3.631  1.16
C12 2.909 0.874 0.805  -0.19
H11 -3.744 0.253 3.722  0.46
C13 -1.990 -2.458 2.550  -0.14
C14 4.647 -3.264 -0.745  -1.09
H12 -2.898 -1.840 2.523  0.11
H13 1.509 -2.190 -2.976  0.25
H14 3.223 -1.895 -3.303  0.39
C15 -1.314 1.727 1.904  -0.26
C16 -4.275 3.831 0.771  -1.58
C17 4.053 0.107 -1.157  0.23
C18 -3.444 2.791 1.475  1.04
H15 -3.843 2.387 -3.373  0.37
C19 3.542 2.095 0.687  -0.65
H16 4.928 3.320 -0.440  0.34
C20 -2.558 0.651 -1.825  -0.56
C21 -0.604 1.831 -2.476  -0.95
C22 0.139 0.858 -1.824  -0.04
Au1 0.841 -1.515 1.299  0.25
H17 2.238 0.677 1.635  0.41
H18 4.268 -0.650 -1.901  0.08
H19 3.337 2.859 1.430  0.38
H20 4.862 -3.421 0.316  0.28
O4 0.334 0.238 3.873  -0.72
H21 -2.076 -3.061 3.455  0.25
H22 5.330 -2.493 -1.112  0.33
H23 -1.588 3.377 0.569  0.26
H24 -0.247 1.650 1.731  0.49
H25 -0.103 2.655 -2.975  0.38
H26 -5.110 1.952 2.533  0.35
C23 -2.180 -3.420 1.350  0.10
N3 2.460 -1.365 -0.025  -0.09
C24 -2.831 2.755 -3.201  -1.53
H27 5.377 1.500 -2.081  0.34
H28 1.900 -5.047 -1.139  0.32
H29 -2.394 3.024 -4.164  0.41
H30 2.141 -4.608 0.563  0.24

Properties
frontier orbital gap: 5.9 eV
highest occupied orbital energy: -1.63 eV
charge: -2
energy: -2221.2684 a.u.
strongest force on any atom: 0.0089 hartree/bohr